1.
Entry from OMol25: a structure of composition C11H18BF10N5O4SbTc in a non-equilibrium geometry (ωB97M-V/def2-TZVPD).

Summary:
Total charge ... +2
2S+1 ... 3
HOMO level (spin up / spin down) ... -15.80 / -15.80 eV
Frontier orbital gap (spin up / spin down) ... 6.5 / 5.5 eV
Relative energy (zero: lowest compared OMol25 entry of this formula, charge and spin) ... 10.6 kcal per mole

The geometry in XYZ format:
```
51
Properties=species:S:1:pos:R:3:forces:R:3:lowdin_charge:R:1
Tc 0.08177 -0.25740 0.03916 -0.013 -0.328 -1.651 1.973
C 1.99579 -2.67290 -0.00160 0.405 0.270 0.121 -0.104
C 2.81476 -1.38763 -0.04641 0.093 -0.313 -0.268 -0.142
N 2.13093 -0.34155 0.77046 -0.312 0.199 -0.193 -0.111
C 2.26021 -0.61545 2.24380 -0.225 -0.088 0.380 -0.114
C 0.90612 -0.57635 2.93180 0.338 0.223 0.052 -0.135
N -0.11695 -1.20855 2.07245 -0.013 0.309 -0.438 -0.115
C -0.17057 -2.69076 2.12128 0.057 -0.300 -0.253 -0.118
C -0.36237 -3.17651 0.70106 -0.300 -0.124 0.416 -0.128
N 0.53740 -2.37375 -0.15719 -0.341 0.138 -0.315 -0.127
H 2.33523 -3.33103 -0.80030 -0.143 -0.053 -0.013 0.157
H 2.14663 -3.19992 0.93775 -0.102 -0.012 0.015 0.123
H 3.82648 -1.56612 0.32075 -0.047 0.041 0.128 0.152
H 2.88809 -1.03457 -1.06955 0.053 0.092 0.055 0.122
H 2.59829 0.54842 0.58916 -0.172 0.064 -0.069 0.142
H 2.73240 -1.58746 2.37533 0.042 0.003 -0.108 0.127
H 2.90849 0.12918 2.70163 0.077 -0.011 -0.092 0.147
H 0.96213 -1.07895 3.89932 -0.080 -0.057 -0.033 0.156
H 0.60791 0.45163 3.11575 -0.076 -0.053 0.009 0.110
H -1.03827 -0.85293 2.35024 0.046 0.004 -0.226 0.103
H 0.74925 -3.07487 2.55957 0.012 0.070 0.045 0.128
H -1.00488 -3.02154 2.73836 0.027 0.099 0.090 0.155
H -0.16320 -4.24550 0.60351 0.109 0.040 -0.084 0.157
H -1.39004 -2.99627 0.37905 0.065 0.027 -0.089 0.112
H 0.28373 -2.56171 -1.12923 0.019 0.208 -0.002 0.149
O -1.16840 3.96723 -5.08728 -0.229 0.385 -0.309 0.175
C -0.44511 2.94835 -4.64587 0.253 -0.299 0.451 -0.475
O 0.28031 2.34224 -5.36457 0.160 -0.253 -0.003 0.190
C -0.55252 2.59938 -3.17804 0.169 -0.601 0.368 0.020
C -1.22513 3.28166 -2.16685 0.162 0.012 -0.389 0.059
N -1.04699 2.63043 -1.02163 -0.197 0.132 0.429 0.057
N -0.29942 1.55423 -1.20220 0.815 -1.414 -0.070 -0.030
C 0.00984 1.48044 -2.50134 -0.309 0.497 -0.265 -0.061
C 0.75213 0.21660 -2.84502 -0.414 1.632 -1.208 -0.461
O 1.22394 -0.08667 -3.88341 0.041 -0.172 0.101 0.243
O 0.82962 -0.58033 -1.76967 -0.232 -0.578 2.136 -0.203
H -1.74395 4.40453 -4.45371 -0.051 -0.062 0.140 0.116
H -1.80603 4.19018 -2.19087 -0.005 0.008 0.057 0.161
H -1.44967 2.84267 -0.11982 -0.007 -0.066 0.067 0.149
F -1.73152 -0.66267 -0.74875 0.678 -0.088 0.689 -0.434
Sb -3.74787 -0.41041 0.13850 0.953 0.272 -0.308 1.557
F -3.76013 -2.22939 -0.30769 -0.270 0.434 0.164 -0.308
F -4.10845 0.11892 -1.61607 -0.207 -0.266 0.532 -0.303
F -5.27471 -0.14535 1.12855 0.063 -0.160 -0.285 -0.271
F -3.01769 1.32945 0.39351 -0.338 -0.497 0.127 -0.341
F -2.64769 -0.94685 1.63461 -0.613 0.158 -0.232 -0.354
F 0.26034 3.18023 3.31863 0.025 -0.024 -0.037 0.316
B 0.71789 3.22939 2.09793 0.078 -0.023 -0.094 -0.860
F -0.48239 1.03895 1.23116 -0.120 0.480 0.274 -0.379
F 0.17808 3.99088 1.17037 -0.010 -0.013 0.123 0.286
F 1.73616 2.43839 1.74337 0.083 0.061 0.064 0.233
```
Positions in Å, forces in eV/Å.


2.
Entry from OMol25: a structure of composition C11H18BiBrNO3 (ωB97M-V/def2-TZVPD).

Summary:
Total charge ... +3
2S+1 ... 1
HOMO level ... -18.92 eV
Frontier orbital gap ... 7.1 eV
Relative energy (zero: lowest compared OMol25 entry of this formula, charge and spin) ... 0.0 kcal per mole

The geometry in XYZ format:
```
35
Properties=species:S:1:pos:R:3:forces:R:3:lowdin_charge:R:1
Bi -0.15026 0.34951 -1.38523 -0.156 -0.093 -0.018 2.201
C 2.16685 -0.03810 1.00868 0.003 -0.018 -0.104 0.040
O 1.72471 0.64008 -0.23311 0.007 0.080 0.075 -0.434
C 2.20472 2.03825 -0.36422 -0.070 -0.044 -0.035 -0.093
C 1.14004 2.97505 0.15674 0.080 -0.006 0.018 -0.101
O -0.07841 2.58167 -0.51833 0.020 -0.045 -0.065 -0.333
C -1.32233 3.11397 -0.00603 -0.044 0.015 0.051 -0.104
C -2.38012 2.07664 -0.33401 0.000 -0.075 -0.005 -0.106
O -1.86769 0.72741 -0.00207 0.025 0.121 0.022 -0.420
C -1.92990 0.44489 1.44831 0.011 -0.064 -0.046 0.032
H 3.25393 -0.03796 0.99758 -0.006 -0.020 0.012 0.128
H 1.78892 -1.05459 0.96440 -0.004 -0.002 0.035 0.092
H 1.77462 0.49994 1.86834 0.011 -0.002 0.015 0.115
H 2.40007 2.18796 -1.42724 0.006 0.014 0.013 0.151
H 3.14313 2.11940 0.18084 -0.014 0.048 0.005 0.163
H 1.38679 4.00806 -0.09502 0.016 -0.020 0.006 0.170
H 0.99646 2.88614 1.23621 0.007 0.005 -0.015 0.150
H -1.55124 4.05774 -0.50312 -0.014 -0.009 0.022 0.168
H -1.22243 3.29190 1.06559 0.002 -0.015 -0.010 0.145
H -2.61952 2.04723 -1.39933 -0.001 0.005 0.000 0.144
H -3.30653 2.22630 0.21882 0.011 0.050 -0.008 0.166
H -2.98155 0.33584 1.70462 0.016 -0.008 0.017 0.133
H -1.47168 1.26225 1.99911 -0.017 0.013 0.011 0.110
H -1.39028 -0.48004 1.62830 -0.014 0.019 0.006 0.089
Br 0.33570 -6.41344 -0.59114 -0.006 0.080 -0.009 1.020
C 0.14999 -4.58770 -0.68128 0.009 0.034 0.005 -0.644
C 1.07601 -3.80278 -1.38896 -0.053 -0.004 0.024 -0.039
C 0.89542 -2.44726 -1.43254 0.083 -0.099 0.020 -0.144
N -0.14289 -1.81978 -0.81290 0.223 0.050 0.015 -0.196
C -1.04547 -2.57935 -0.14250 -0.166 0.010 -0.049 -0.087
C -0.92733 -3.94149 -0.05535 0.020 -0.019 -0.019 -0.035
H 1.91589 -4.25298 -1.90078 -0.001 -0.005 -0.001 0.139
H 1.60568 -1.83144 -1.98127 0.004 0.012 0.005 0.121
H -1.89632 -2.07505 0.29365 0.012 -0.007 0.005 0.120
H -1.67497 -4.50826 0.48322 -0.001 0.000 0.000 0.138
```
Positions in Å, forces in eV/Å.


3.
Entry from OMol25: a structure of composition C11H18Br3Cl4FLiMgNNaO8S in a non-equilibrium geometry (ωB97M-V/def2-TZVPD).

Summary:
Total charge ... -1
2S+1 ... 1
HOMO level ... -3.18 eV
Frontier orbital gap ... 1.6 eV

The geometry in XYZ format:
```
50
Properties=species:S:1:pos:R:3:forces:R:3:lowdin_charge:R:1
C 0.39824 -4.34213 -0.74700 0.133 -0.211 -0.916 -0.206
C -0.70915 -3.38067 -1.50252 -0.112 -0.371 1.559 -0.665
Br 0.38225 -1.88832 -2.36487 -0.394 -0.675 0.130 0.509
C -1.75906 -2.62651 -0.49450 0.859 -2.735 0.456 -0.765
Br -0.87569 -1.56306 0.97663 -0.288 -0.838 -0.960 0.548
C -2.91446 -3.58884 0.15758 -0.145 0.888 -0.390 -0.291
C -4.29545 -3.46421 -0.74547 2.177 -2.098 -1.143 -0.186
C -3.88280 -4.59706 -1.86121 -0.609 0.925 1.699 0.048
N -3.09532 -5.60861 -1.34801 -1.497 3.076 -1.213 0.030
C -2.78558 -5.22427 0.08230 -2.284 0.173 1.215 -0.290
H 1.29274 -4.48700 -1.50556 -1.710 0.222 1.688 0.067
H 0.79922 -3.87221 0.26448 -1.008 -0.857 -2.261 0.062
H -0.04629 -5.42177 -0.53610 0.821 2.244 -0.381 0.042
H -1.25345 -3.90997 -2.41416 1.191 1.211 2.078 0.098
H -2.33487 -1.82046 -1.16017 1.989 -1.923 2.387 -0.307
H -3.09506 -3.14681 1.23732 0.073 -1.345 -2.104 0.129
H -4.59662 -2.38890 -1.09126 0.699 -2.706 0.454 0.029
H -5.19281 -3.77715 -0.03728 0.477 0.695 -0.755 0.121
H -4.30376 -4.49561 -2.94971 1.145 -0.843 2.075 0.154
H -2.75781 -6.43061 -1.89671 -0.438 1.150 0.972 0.166
H -1.93163 -5.76764 0.67280 -2.491 -0.336 -5.629 -0.208
H -3.74408 -5.56525 0.69223 1.803 0.480 -0.939 0.135
F -5.99281 -2.44124 0.47675 -0.281 -0.273 0.451 -0.547
Mg -1.39281 -5.40646 1.99849 2.266 1.037 5.223 0.519
O -5.70104 -0.84733 2.85871 -1.375 -0.429 0.764 -0.186
H -4.88457 -0.56559 2.48827 1.353 0.357 -0.793 -0.101
C -0.70469 2.10319 -1.05451 -1.464 -2.052 1.923 -1.458
Cl -0.95451 2.38632 0.67672 0.401 -0.166 -1.052 0.290
Cl -2.15343 1.38941 -1.78344 0.723 0.714 -0.690 0.449
Cl -0.27423 3.61295 -1.87596 0.545 2.469 -2.326 0.407
H 0.12282 1.39892 -1.17230 -0.077 0.211 -0.143 0.027
Br -0.49281 1.35558 2.77101 0.191 -0.415 2.141 -0.041
Li -1.39281 2.93058 -3.78212 -0.334 -0.528 0.541 0.672
Cl -3.19281 -1.12397 -2.10939 -2.887 2.511 -4.223 0.110
O 1.84338 2.74521 5.68138 0.271 -0.051 0.078 -0.310
S 2.20717 1.34657 5.97296 0.469 0.634 -0.202 0.204
O 3.14867 0.85989 4.94828 -0.274 -0.017 -0.153 -0.300
O 0.99316 0.51034 5.96152 -0.026 -0.378 0.102 -0.265
O 2.84359 1.27108 7.30068 -0.409 -0.079 0.072 -0.291
Na 1.60719 5.16969 -1.85781 0.604 0.571 0.374 0.570
C 6.89517 7.45785 -1.51153 1.173 0.261 -0.283 -0.135
C 6.49578 6.25692 -0.71702 0.820 -0.913 0.304 -0.132
O 5.22442 6.61195 -0.20740 -0.808 0.875 -0.587 0.069
C 4.71411 7.56424 -1.04190 -1.539 0.679 0.189 -0.519
O 3.56583 7.97332 -0.99958 2.000 -1.079 -0.290 0.119
O 5.65575 7.99792 -1.93000 -1.132 -0.223 0.538 0.066
H 7.51615 7.19918 -2.37357 -0.229 0.159 0.057 0.140
H 7.41966 8.20444 -0.90605 -0.079 -0.075 -0.052 0.141
H 6.39041 5.36096 -1.33787 0.014 0.073 0.059 0.137
H 7.19465 6.04517 0.09686 -0.307 0.002 -0.044 0.146
```
Positions in Å, forces in eV/Å.